Here is 6 unconnected molecules or ions with the total composition C26H55BClO16S5 from the Open Molecules 2025 dataset. Energies are from wB97M-V/def2-TZVPD.

## Properties
**LUMO energy**: 1.337 eV
**Total charge**: -1
**Frontier orbital gap**: 6.44 eV

Last column: Mulliken charge in e.
Atoms and positions in Å:
C1 5.5564 8.6542 -3.2974  -1.0431
C2 4.0378 8.4646 -3.7585  0.4683
Cl1 3.7413 9.1511 -5.4279  -0.2891
C3 3.5765 6.9333 -3.7141  -1.0386
B1 2.1012 6.9243 -2.9320  0.3704
C4 1.1837 5.6301 -3.4624  -0.3744
C5 -0.0413 6.0317 -4.3143  0.3550
O1 -0.1224 5.6159 -5.4715  -0.6117
C6 -1.2132 6.9376 -3.8376  0.5822
C7 -2.0086 6.7140 -2.6297  -0.0472
C8 -3.1233 7.6234 -2.2980  -0.4860
C9 -3.4511 8.7601 -3.1753  -0.3764
C10 -2.6514 8.9757 -4.3965  -0.4416
C11 -1.5493 8.0836 -4.7123  -0.5252
H1 6.0944 7.6813 -3.1774  0.2772
H2 5.5458 9.2161 -2.3214  0.2249
H3 6.0488 9.3218 -4.0568  0.3179
H4 3.4190 9.0567 -3.0348  0.2520
H5 3.5031 6.5252 -4.7617  0.3446
H6 4.3298 6.3147 -3.1455  0.1011
H7 2.2344 6.8834 -1.7317  -0.3016
H8 1.5348 7.9258 -3.2807  -0.2087
H9 0.9111 4.9090 -2.6202  -0.2738
H10 1.8706 5.0394 -4.1419  0.1801
H11 -1.7842 5.8576 -1.9464  0.3323
H12 -3.7728 7.4727 -1.3974  0.2982
H13 -4.2878 9.4507 -2.9339  0.3165
H14 -2.9043 9.8117 -5.0862  0.3040
H15 -0.9295 8.2434 -5.6256  0.3100
O2 1.4470 2.9073 -0.8621  -0.5846
S1 0.6440 2.6650 0.2989  1.1370
O3 0.3196 3.7048 1.2271  -0.6337
O4 1.2660 1.4206 1.1073  -0.0269
C12 2.6496 1.4743 1.4854  -0.4264
C13 2.8656 2.3670 2.6918  -1.0577
C14 -0.8539 1.8751 -0.2071  -0.7180
H16 3.2666 1.7899 0.6410  0.3550
H17 2.9433 0.4533 1.7365  0.2504
H18 2.6735 3.4138 2.4514  0.3887
H19 3.8937 2.2857 3.0474  0.3758
H20 2.1857 2.0880 3.4996  0.2107
H21 -0.6107 1.0475 -0.8717  0.1796
H22 -1.4587 2.6131 -0.7321  0.3294
H23 -1.3810 1.5212 0.6771  0.2372
O5 4.4919 -0.5971 4.1275  -0.6626
S2 3.6907 -0.8537 5.2901  1.2562
O6 3.3704 0.1792 6.2306  -0.6391
O7 4.3169 -2.1034 6.0853  -0.2837
C15 5.6981 -2.0504 6.4557  -0.3370
C16 5.9224 -1.1630 7.6661  -0.9908
C17 2.1939 -1.6352 4.7788  -0.9522
H24 6.3097 -1.7286 5.6095  0.3045
H25 5.9935 -3.0726 6.6982  0.2829
H26 5.7279 -0.1159 7.4297  0.2977
H27 6.9539 -1.2452 8.0134  0.3917
H28 5.2496 -1.4438 8.4783  0.2561
H29 2.4355 -2.4543 4.1050  0.3676
H30 1.5898 -0.8905 4.2621  0.2662
H31 1.6650 -1.9990 5.6574  0.4335
O8 -0.1672 -3.4143 3.3153  -0.6078
S3 -1.5041 -3.0033 2.9919  1.1659
O9 -2.6010 -3.2502 3.8802  -0.6248
O10 -1.8783 -3.5584 1.5345  -0.2149
C18 -1.7313 -4.9601 1.2773  -0.3381
C19 -2.8683 -5.7662 1.8766  -1.0022
C20 -1.4879 -1.2872 2.5735  -1.0334
H32 -0.7620 -5.3152 1.6349  0.3298
H33 -1.7384 -5.0780 0.1926  0.2242
H34 -2.8334 -5.7488 2.9670  0.3048
H35 -2.8109 -6.8068 1.5541  0.4252
H36 -3.8328 -5.3536 1.5755  0.2522
H37 -0.6879 -1.1058 1.8568  0.2561
H38 -1.3088 -0.7222 3.4876  0.4518
H39 -2.4552 -1.0192 2.1529  0.4206
O11 2.7631 -2.1587 -2.2899  -0.6897
S4 1.4286 -1.7484 -2.6184  1.2695
O12 0.3292 -1.9846 -1.7258  -0.5512
O13 1.0517 -2.3325 -4.0694  -0.2867
C21 1.1992 -3.7366 -4.2961  -0.3970
C22 0.0620 -4.5289 -3.6777  -0.9199
C23 1.4429 -0.0411 -3.0607  -0.7562
H40 2.1686 -4.0840 -3.9312  0.3304
H41 1.1909 -3.8786 -5.3780  0.2733
H42 0.0983 -4.4868 -2.5880  0.2295
H43 0.1197 -5.5769 -3.9777  0.3999
H44 -0.9024 -4.1223 -3.9873  0.2629
H45 2.2408 0.1331 -3.7795  0.3843
H46 1.6221 0.5377 -2.1542  0.0776
H47 0.4752 0.2210 -3.4847  0.3415
O14 -6.7420 -9.5258 2.9404  -0.6515
S5 -6.0026 -9.5201 1.7123  1.1556
O15 -4.8970 -8.6336 1.5045  -0.5001
O16 -7.0308 -9.3643 0.4881  -0.2795
C24 -7.9465 -8.2624 0.5044  -0.3438
C25 -7.2707 -6.9632 0.1073  -0.9105
C26 -5.4812 -11.1687 1.3529  -0.9728
H48 -8.4259 -8.1771 1.4822  0.3294
H49 -8.7281 -8.4984 -0.2196  0.2652
H50 -6.5483 -6.6470 0.8614  0.2217
H51 -8.0095 -6.1684 -0.0068  0.3949
H52 -6.7288 -7.0834 -0.8324  0.2676
H53 -6.3323 -11.8385 1.4576  0.3418
H54 -4.7032 -11.4353 2.0667  0.3649
H55 -5.0845 -11.1991 0.3400  0.3145

Forces on the atoms, in the same order (eV/Å):
C -0.7 0.9 -0.5
C 1.0 -1.5 1.4
Cl 0.1 0.0 0.5
C -0.1 0.9 0.1
B 0.0 -0.6 -0.7
C -0.4 -0.8 0.0
C 0.6 -1.3 -0.2
O -0.3 0.9 0.7
C -1.3 1.7 0.5
C -0.5 1.7 -1.1
C 0.7 0.7 -2.0
C 2.0 -1.7 -0.6
C 0.3 -1.7 1.5
C -1.0 -0.5 1.7
H -0.5 0.9 -0.2
H 0.2 -0.7 -0.8
H -0.1 -0.8 0.8
H 0.3 -0.5 -1.1
H 0.2 0.4 0.9
H -0.5 0.7 -0.6
H 0.1 0.2 0.4
H -0.3 0.6 0.0
H 0.0 1.0 -0.9
H -1.1 0.4 0.5
H -0.1 0.9 -0.7
H 0.9 0.0 -0.9
H 0.7 -0.7 -0.2
H 0.3 -0.7 0.7
H -0.6 -0.2 0.9
O 0.0 0.1 0.3
S -0.2 -0.4 0.1
O 0.2 0.0 -0.2
O -0.5 0.0 -0.3
C 0.8 0.1 0.4
C -0.1 0.3 0.0
C 0.0 -0.2 0.0
H -0.2 0.0 -0.1
H -0.3 0.0 -0.1
H 0.0 -0.1 0.0
H 0.0 -0.1 0.0
H 0.1 -0.1 0.0
H 0.0 0.0 0.1
H 0.1 0.1 0.0
H 0.0 0.0 0.0
O 0.1 0.3 0.4
S -0.5 -0.7 0.0
O 0.3 0.1 -0.3
O -0.4 0.1 -0.3
C 0.7 0.2 0.4
C -0.1 0.3 0.0
C 0.0 -0.2 0.1
H -0.2 0.0 -0.1
H -0.3 0.0 -0.1
H 0.0 -0.1 0.0
H 0.0 -0.1 0.0
H 0.1 -0.1 0.0
H 0.0 0.0 0.0
H 0.1 0.1 0.0
H 0.0 0.0 0.0
O -0.2 -0.2 0.3
S -0.2 0.4 -0.9
O 0.4 -0.1 0.1
O 0.2 0.5 0.4
C -0.1 -0.9 -0.1
C 0.0 0.0 0.3
C 0.1 0.0 -0.1
H 0.0 0.2 0.1
H 0.0 0.4 0.0
H 0.0 0.0 -0.1
H 0.0 0.1 -0.1
H 0.1 -0.1 -0.1
H 0.0 -0.1 0.0
H 0.0 -0.1 0.0
H 0.0 -0.1 0.0
O -0.3 -0.3 0.2
S 0.0 0.6 -0.6
O 0.3 -0.2 0.1
O 0.1 0.4 0.3
C -0.1 -0.8 0.0
C -0.1 0.0 0.3
C 0.0 0.0 -0.1
H 0.0 0.2 0.1
H 0.0 0.3 0.0
H 0.0 0.0 -0.1
H 0.0 0.0 -0.1
H 0.1 0.0 -0.1
H 0.0 0.0 0.0
H 0.0 -0.1 0.0
H 0.0 0.0 0.0
O 0.2 0.3 -0.1
S -0.2 -0.4 -0.5
O -0.2 0.0 0.3
O 0.4 -0.4 0.3
C -0.4 0.8 -0.1
C 0.3 0.1 0.1
C -0.1 -0.1 -0.1
H 0.1 -0.1 0.0
H 0.2 -0.3 0.0
H -0.1 0.0 0.0
H 0.0 -0.1 0.0
H -0.1 0.0 0.0
H 0.0 0.1 0.0
H 0.0 0.1 0.0
H 0.0 0.0 0.0

Here is 17 unconnected molecules or ions with the total composition C26H56BCl32O2Si from the Open Molecules 2025 dataset. Energies are from wB97M-V/def2-TZVPD.

## Properties
**LUMO energy**: 1.050 eV
**Total charge**: -1
**Frontier orbital gap**: 4.55 eV

Last column: Mulliken charge in e.
Atoms and positions in Å:
C1 1.2088 3.8923 -0.1833  -0.4817
C2 1.8357 2.6298 -0.7176  0.4731
O1 2.9854 2.5960 -1.0982  -0.6286
O2 1.0133 1.5880 -0.6773  0.0118
C3 1.4061 0.4185 -1.4472  -0.6244
C4 0.1514 -0.2358 -1.9999  0.9292
C5 0.5490 -1.5724 -2.6443  0.0392
C6 0.6612 -2.7107 -1.6104  -0.4163
C7 1.4451 -3.9182 -2.1596  -0.1943
B1 1.5700 -5.1174 -1.0155  0.3280
Si1 3.4266 -5.8341 -0.8391  0.6218
C8 4.6997 -4.4046 -0.6997  -0.8362
C9 3.9559 -6.8304 -2.3915  -0.7047
C10 3.6322 -6.9846 0.6875  -0.4209
H1 0.9636 4.5872 -0.9819  0.2707
H2 1.9440 4.3782 0.4574  0.2923
H3 0.3455 3.6534 0.4336  -0.0016
H4 1.8824 -0.2745 -0.7543  0.1563
H5 2.0551 0.6833 -2.2760  0.4238
H6 -0.6019 -0.3467 -1.2237  -0.3464
H7 -0.2400 0.4080 -2.7881  -0.5922
H8 -0.1841 -1.8409 -3.4026  0.3902
H9 1.5318 -1.4895 -3.1187  -0.2122
H10 -0.3403 -3.0845 -1.3824  0.0854
H11 1.1769 -2.3524 -0.7161  0.2122
H12 2.4263 -3.5317 -2.4759  -0.2913
H13 0.8984 -4.3044 -3.0257  0.0918
H14 0.8905 -6.0732 -1.3432  -0.3262
H15 1.2201 -4.7145 0.0972  -0.2506
H16 5.7135 -4.8170 -0.7471  0.0406
H17 4.5950 -3.8705 0.2478  0.2193
H18 4.5739 -3.7341 -1.5519  0.3124
H19 3.7465 -6.2622 -3.3006  -0.0244
H20 3.4132 -7.7675 -2.4467  0.0938
H21 5.0334 -7.0358 -2.3705  0.3049
H22 2.9763 -6.6821 1.5004  -0.2183
H23 4.6780 -6.9491 1.0204  0.1337
H24 3.4218 -8.0247 0.4587  0.2447
C11 8.1044 -4.1948 1.3934  -0.2931
Cl1 8.8145 -4.3956 -0.2137  -0.1813
Cl2 7.2821 -5.6551 1.9494  -0.1132
H25 8.9021 -3.9620 2.0890  0.3845
H26 7.3805 -3.3885 1.3554  0.1848
C12 2.8613 -2.5663 -5.8344  -0.2709
Cl3 1.1226 -2.2506 -5.9258  -0.1499
Cl4 3.2189 -4.2617 -5.5174  -0.1389
H27 3.3073 -2.2932 -6.7836  0.3816
H28 3.2741 -1.9657 -5.0310  0.1428
C13 6.3227 2.5068 -0.1719  -0.0344
Cl5 7.4784 3.8398 -0.3427  -0.1933
Cl6 7.1043 1.0336 0.4163  -0.1419
H29 5.5580 2.8010 0.5354  0.1803
H30 5.8769 2.3052 -1.1377  0.1967
C14 -2.0358 5.3587 1.9211  0.1194
Cl7 -1.8471 5.9533 0.2704  -0.1346
Cl8 -0.7817 5.9982 2.9987  -0.1900
H31 -3.0053 5.6724 2.2929  0.3017
H32 -1.9675 4.2753 1.9091  -0.1060
C15 -1.2918 2.7178 -5.0379  -0.4146
Cl9 -2.0823 2.5135 -3.4680  -0.1042
Cl10 -0.3607 1.2846 -5.4902  -0.0929
H33 -2.0573 2.8795 -5.7876  0.3269
H34 -0.6255 3.5708 -4.9865  0.2807
C16 0.6721 -9.6232 -0.4835  -0.1895
Cl11 0.5136 -8.0789 0.3651  -0.0983
Cl12 2.2724 -9.8606 -1.2040  -0.2020
H35 0.5021 -10.4319 0.2176  0.4035
H36 -0.0650 -9.6520 -1.2699  0.0320
C17 -5.4274 5.6744 -0.5741  0.9118
Cl13 -6.1027 4.8873 0.8650  -0.1913
Cl14 -4.5603 4.5386 -1.6009  -0.1172
H37 -6.2420 6.1170 -1.1330  -0.1107
H38 -4.7378 6.4391 -0.2419  -0.4983
C18 -1.5979 -12.6598 -2.2851  -0.2541
Cl15 0.0850 -13.1496 -2.0639  -0.1366
Cl16 -2.0425 -11.3270 -1.2136  -0.1344
H39 -1.7322 -12.3354 -3.3101  0.2574
H40 -2.2377 -13.5063 -2.0664  0.2819
C19 -9.2427 6.3735 -0.9540  -0.2550
Cl17 -8.2809 7.7455 -1.5398  -0.1984
Cl18 -9.0359 4.9490 -1.9770  -0.1266
H41 -8.9146 6.1275 0.0504  0.3084
H42 -10.2803 6.6523 -0.9553  0.2646
C20 -11.5895 3.7742 0.7519  -0.1602
Cl19 -12.5243 2.5728 -0.1372  -0.1493
Cl20 -12.0299 5.4279 0.2879  -0.1597
H43 -11.7832 3.6545 1.8109  0.3208
H44 -10.5373 3.6261 0.5344  0.1672
C21 -1.7533 0.5886 1.7078  -0.3577
Cl21 -2.5590 1.8955 0.8098  -0.1014
Cl22 -1.9554 -0.9841 0.9368  -0.1218
H45 -0.6942 0.8144 1.7645  0.1672
H46 -2.1890 0.5434 2.6988  0.4185
C22 3.3682 -6.3107 4.6410  -0.3204
Cl23 2.4064 -7.6217 3.9495  -0.1297
Cl24 3.1472 -4.8069 3.7426  -0.0994
H47 3.0623 -6.1586 5.6694  0.3363
H48 4.4158 -6.5860 4.5933  0.2187
C23 5.2590 -1.4257 5.1053  -0.3148
Cl25 4.4392 -1.8278 6.6214  -0.1638
Cl26 6.1793 -2.7886 4.4677  -0.0962
H49 4.5117 -1.1441 4.3728  0.2477
H50 5.9395 -0.6034 5.2905  0.3291
C24 1.2266 8.9582 1.0808  -0.3147
Cl27 -0.2692 9.6781 0.4663  -0.1445
Cl28 1.6933 7.5216 0.1695  -0.0923
H51 2.0199 9.6919 1.0030  0.3467
H52 1.0693 8.6723 2.1143  0.2088
C25 -5.1495 9.5083 1.9412  -0.3675
Cl29 -5.8506 8.7286 3.3668  -0.2052
Cl30 -4.3138 8.3470 0.9055  -0.0910
H53 -5.9484 9.9676 1.3712  0.3126
H54 -4.4363 10.2554 2.2694  0.3014
C26 -6.0229 11.0740 6.2872  0.2630
Cl31 -4.4323 11.5247 6.9143  -0.1566
Cl32 -7.0811 10.4443 7.5558  -0.1587
H55 -6.4860 11.9548 5.8584  0.2626
H56 -5.8910 10.3056 5.5350  -0.1878

Forces on the atoms, in the same order (eV/Å):
C 0.2 -0.3 0.7
C 0.4 0.4 0.2
O -0.1 -0.2 -0.2
O 0.0 0.2 -0.5
C -0.8 -0.6 0.4
C 0.6 0.2 -0.7
C -0.3 -0.2 1.1
C 0.3 -0.3 -1.2
C -0.2 0.1 0.9
B 0.1 0.1 -0.4
Si -0.8 0.1 -0.1
C 0.3 -0.7 0.0
C 0.5 0.4 0.3
C 0.7 0.3 -0.4
H -0.2 -0.1 -0.1
H 0.1 0.1 -0.1
H -0.2 0.1 -0.2
H 0.4 0.1 -0.1
H 0.3 0.2 0.2
H 0.0 -0.1 0.0
H -0.2 0.2 0.2
H 0.1 0.0 -0.1
H -0.1 0.2 -0.2
H 0.0 0.3 0.5
H -0.3 0.0 0.2
H 0.0 -0.1 -0.3
H 0.2 0.1 -0.2
H -0.2 0.0 0.0
H 0.0 0.0 0.0
H 0.1 0.1 0.0
H -0.1 0.1 -0.1
H 0.0 0.2 0.1
H 0.0 0.1 0.0
H -0.1 -0.1 0.0
H 0.0 -0.1 -0.1
H 0.1 0.1 -0.1
H -0.1 0.0 0.2
H -0.1 -0.1 -0.1
C 0.0 0.1 0.1
Cl 0.0 0.0 0.0
Cl 0.0 0.0 0.0
H 0.0 0.0 0.0
H -0.1 -0.1 -0.1
C 0.1 0.0 0.0
Cl 0.0 0.0 -0.2
Cl 0.0 0.0 0.0
H 0.0 0.0 0.0
H -0.1 -0.1 0.1
C -0.1 0.0 0.0
Cl 0.0 0.0 0.0
Cl 0.0 0.0 0.0
H 0.0 0.0 0.0
H 0.0 0.0 0.0
C -0.1 -0.1 0.0
Cl 0.0 0.0 0.0
Cl 0.0 0.0 0.0
H 0.0 0.1 0.0
H 0.1 0.1 0.0
C -0.1 0.0 0.0
Cl 0.0 0.1 0.0
Cl 0.0 0.1 -0.1
H 0.0 0.0 0.0
H 0.0 -0.1 0.1
C 0.0 0.2 0.3
Cl -0.1 -0.5 0.1
Cl 0.0 -0.2 0.0
H 0.0 0.0 0.0
H 0.1 0.1 -0.1
C 0.1 0.0 -0.1
Cl -0.1 0.1 0.1
Cl 0.0 -0.1 -0.1
H 0.0 -0.1 0.0
H -0.1 -0.3 -0.1
C 0.0 0.0 0.0
Cl 0.0 0.0 0.0
Cl -0.3 -0.1 0.0
H 0.1 0.1 0.0
H 0.0 0.0 0.1
C 0.3 0.0 0.0
Cl 0.0 0.1 0.0
Cl 0.0 0.0 0.1
H 0.1 0.0 0.0
H -0.1 0.1 -0.2
C 0.1 -0.1 0.0
Cl 0.0 0.0 0.0
Cl -0.3 -0.1 0.2
H -0.1 0.0 0.0
H 0.0 0.0 -0.1
C 0.1 -0.1 0.1
Cl 0.0 0.0 0.0
Cl -0.1 0.1 0.1
H 0.0 0.0 -0.1
H -0.1 0.0 0.0
C 0.1 0.0 -0.1
Cl -0.1 -0.1 0.2
Cl 0.0 0.1 0.1
H -0.1 0.0 0.0
H 0.0 0.0 -0.1
C 0.0 0.1 -0.1
Cl 0.0 0.0 0.0
Cl 0.1 0.0 0.0
H 0.0 -0.1 0.0
H 0.0 0.0 0.1
C 0.0 0.0 0.1
Cl 0.0 0.0 0.0
Cl 0.0 0.0 0.0
H 0.0 0.0 -0.1
H -0.1 0.0 0.0
C 0.0 0.1 -0.1
Cl 0.0 0.0 0.0
Cl 0.2 0.5 0.3
H 0.0 -0.1 0.0
H 0.0 -0.1 0.0
C 0.0 0.0 0.0
Cl 0.0 0.0 0.0
Cl 0.0 0.0 0.0
H 0.0 0.0 0.1
H 0.0 0.0 0.1

no.,largest force on an atom (eV/Å)
1,2.73
2,1.25